ORCA calculation (ωB97M-V/def2-TZVPD) on the molecule C4H9N.

Calculated values
structure (SMILES)	CC1CNC1
Kohn-Sham gap	0.373	Ha
energy relative to the best compared isomer or geometry (same formula, charge and spin)	50.9	kcal/mol
net charge	0

XYZ file:
```
14
C4H9N (ωB97M-V/def2-TZVPD)
C 1.92836 -0.02863 0.14901
C 0.44544 0.06158 -0.47237
C -0.51236 -1.11363 0.06059
C -0.57130 1.02942 0.13110
H 1.80101 -0.46908 1.26813
H 2.67169 -0.54165 -0.58323
H 2.27025 1.12038 0.24670
H 0.41908 0.21600 -1.54542
H -0.66094 -2.01887 -0.56602
H -0.25543 -1.38113 1.20613
H -2.32324 -0.08496 0.53553
H -0.34626 1.28558 1.18490
H -0.66510 2.11258 -0.38696
N -1.52170 0.00982 -0.08140
```

Results of the Löwdin charge analysis, in e, for atoms 1 through 6:
1. C -0.098
2. C -0.354
3. C -0.137
4. C -0.276
5. H 0.097
6. H 0.077



ORCA calculation (ωB97M-V/def2-TZVPD) on a structure of composition C52H40F3MgN7O5S6.

Calculated values
Kohn-Sham gap	0.224	Ha
net charge	-2

XYZ file:
```
114
C52H40F3MgN7O5S6 (ωB97M-V/def2-TZVPD)
Mg -1.33432 1.54614 -0.72871
F 0.29639 7.34434 1.16923
C 0.15189 6.10955 1.74111
F 1.00988 6.13628 2.81023
F -1.07208 6.07625 2.24459
C 0.50637 5.03590 0.76156
C 1.64341 5.27156 0.01398
C 2.02312 4.39794 -0.99346
C 1.16610 3.34886 -1.26043
N 0.08876 3.08344 -0.53748
C -0.24686 3.84429 0.54885
S -1.49291 3.23378 1.52874
H 2.22655 6.16304 0.21401
H 2.90725 4.56640 -1.59159
H 1.33705 2.68389 -2.10028
N 0.19210 0.50614 0.51867
S 0.72197 0.13927 1.81900
N 1.73026 -1.13037 1.96236
S 1.20863 -2.58844 1.54320
N 0.18614 -2.91841 0.56445
S -0.64367 -1.22474 -1.23611
N -0.62953 0.15802 -2.11231
C 0.94273 -2.00188 -1.63354
C 2.07005 -1.25541 -1.31860
C 3.32734 -1.78129 -1.56347
C 3.45881 -3.04277 -2.12839
C 2.32508 -3.77842 -2.44043
C 1.06217 -3.26567 -2.18261
C -1.77723 -2.33583 -2.08442
C -2.34614 -3.30679 -1.27004
C -3.27631 -4.18428 -1.80602
C -3.64166 -4.07795 -3.13938
C -3.09472 -3.07707 -3.93285
C -2.16561 -2.19303 -3.40733
C 2.83387 -3.33882 1.22233
C 4.03667 -2.66679 1.37854
C 5.22291 -3.29972 1.02624
C 5.19838 -4.59044 0.51761
C 3.98706 -5.25220 0.35320
C 2.80108 -4.62146 0.69648
C 0.88618 -3.35803 3.16942
C 1.81921 -3.35643 4.19796
C 1.48366 -3.91195 5.42322
C 0.21782 -4.45654 5.61488
C -0.70986 -4.44499 4.58348
C -0.37259 -3.89711 3.35183
C -0.42624 -0.15913 3.17764
C 0.05342 -0.40156 4.45979
C -0.84180 -0.73404 5.46208
C -2.19828 -0.84359 5.17022
C -2.66055 -0.61296 3.88356
C -1.77037 -0.26055 2.87622
C 1.85301 1.36782 2.49763
C 1.45991 2.30358 3.44038
C 2.34334 3.31295 3.80382
C 3.59050 3.40415 3.20585
C 3.96471 2.47939 2.23706
C 3.09610 1.46164 1.88260
H 1.93698 -0.26932 -0.88883
H 4.20832 -1.20300 -1.31067
H 4.44342 -3.45252 -2.32028
H 2.42190 -4.75656 -2.89585
H 0.17927 -3.84739 -2.40786
H -2.04340 -3.35686 -0.22891
H -3.73200 -4.93374 -1.17185
H -4.37296 -4.76069 -3.55591
H -3.39954 -2.97196 -4.96663
H -1.76998 -1.39882 -4.01860
H 4.01949 -1.65746 1.76745
H 6.16656 -2.77736 1.13063
H 6.12335 -5.07779 0.23217
H 3.96609 -6.25187 -0.06377
H 1.83802 -5.09622 0.54820
H 2.79334 -2.91092 4.03492
H 2.20401 -3.91477 6.23302
H -0.04494 -4.88454 6.57542
H -1.70068 -4.85464 4.73777
H -1.06491 -3.86156 2.51732
H 1.11343 -0.32880 4.66571
H -0.48358 -0.92156 6.46711
H -2.89478 -1.11381 5.95560
H -3.71467 -0.70079 3.65402
H -2.10107 -0.06230 1.86432
H 0.46743 2.25980 3.86927
H 2.03899 4.04680 4.53955
H 4.26231 4.20924 3.47844
H 4.92968 2.55961 1.75108
H 3.36701 0.72903 1.13202
S -5.17041 -1.21789 0.29895
C -3.85830 -0.27683 0.05819
N -2.90600 0.38910 -0.06801
O -3.44719 0.81550 -3.21458
C -3.26931 2.00739 -3.05195
N -2.47007 2.59279 -2.10826
S -2.30374 4.18582 -2.37222
O -1.09149 4.52186 -3.08691
O -2.60309 4.98622 -1.21838
C -3.61596 4.31444 -3.57385
C -4.17977 5.41579 -4.18587
C -5.15446 5.18719 -5.15028
C -5.52751 3.88849 -5.49416
C -4.94245 2.79416 -4.86888
C -3.98515 3.03153 -3.90007
H -3.88062 6.41784 -3.90543
H -5.63044 6.02825 -5.64038
H -6.28741 3.73678 -6.25156
H -5.21561 1.77528 -5.11258
C 0.27161 1.93547 -5.00842
O -0.21963 1.57062 -3.73263
C -0.07099 0.27675 -3.33490
O 0.50304 -0.55071 -4.02328
H -0.56020 2.32562 -5.59646
H 0.71702 1.07713 -5.50829
H 1.01188 2.72618 -4.87919
```

Results of the Löwdin charge analysis, in e, for atoms 1 through 6:
1. Mg 0.312
2. F 0.091
3. C -0.581
4. F 0.088
5. F 0.117
6. C -0.131



ORCA calculation (ωB97M-V/def2-TZVPD) on a structure of composition C24H19BrI2N4NiO3S.

Calculated values
Kohn-Sham gap (spin up / spin down)	0.253 / 0.255	Ha
net charge	0

XYZ file:
```
55
C24H19BrI2N4NiO3S (ωB97M-V/def2-TZVPD)
Ni 0.14964 0.12905 0.10996
I 4.51520 -6.18909 0.56309
C 3.24898 -4.52116 0.79912
C 2.64600 -4.27806 2.02482
C 1.83089 -3.17705 2.13815
I 0.88719 -2.72915 3.96014
C 1.58845 -2.24792 1.08293
O 0.85282 -1.21559 1.32951
C 2.20363 -2.55878 -0.16152
C 2.13232 -1.67216 -1.38620
N 0.86753 -0.96157 -1.61691
C -0.20678 -1.81012 -2.14134
C -1.13321 -2.27453 -1.04507
C -1.71807 -3.53054 -1.04770
C -2.61510 -3.85337 -0.04161
C -2.89013 -2.91040 0.93635
C -2.24794 -1.68628 0.87513
N -1.39557 -1.37836 -0.09659
C 3.02012 -3.67914 -0.26968
H 2.80392 -4.93818 2.86600
H 2.35446 -2.30277 -2.25528
H 2.91878 -0.91473 -1.32635
H 1.05123 -0.21341 -2.27421
H 0.19600 -2.67423 -2.67688
H -0.80548 -1.22181 -2.84042
H -1.47051 -4.23768 -1.82836
H -3.08664 -4.82673 -0.02470
H -3.58180 -3.12072 1.73943
H -2.41602 -0.92430 1.62598
H 3.49781 -3.88736 -1.22050
S -1.31489 1.79345 -0.08209
C 0.05866 2.77738 0.37535
N 0.21782 2.96885 1.73002
C 1.14678 3.87903 2.18044
C 2.03441 4.39520 1.33251
C 2.06770 3.86335 -0.06160
N 0.84818 3.27744 -0.50714
H -0.42182 2.52207 2.36019
H 1.08553 4.15937 3.22268
H 2.74462 5.15190 1.63033
H 2.37548 4.61783 -0.78178
Br 8.64479 -1.17649 0.16341
C 6.97383 -0.28268 0.18385
C 5.85704 -0.94710 0.66610
C 4.63903 -0.29168 0.66529
C 4.53417 1.00668 0.17377
C 5.67000 1.66572 -0.28686
C 6.89511 1.02129 -0.28174
C 3.18213 1.64012 0.16454
O 3.23170 2.91670 -0.16450
O 2.18912 0.98353 0.43343
H 5.93440 -1.96023 1.03710
H 3.75150 -0.77429 1.05109
H 5.58782 2.67883 -0.65442
H 7.78236 1.52593 -0.63742
```

Results of the Löwdin charge analysis, in e, for atoms 1 through 6:
1. Ni 0.326
2. I 0.814
3. C -0.740
4. C -0.235
5. C -0.621
6. I 0.885



ORCA calculation (ωB97M-V/def2-TZVPD) on the molecule C6H5N3O.

Calculated values
structure (SMILES)	O=Cc1cnn2cc[nH]c12
Kohn-Sham gap	0.319	Ha
energy relative to the best compared isomer or geometry (same formula, charge and spin)	71.6	kcal/mol
net charge	0

XYZ file:
```
15
C6H5N3O (ωB97M-V/def2-TZVPD)
C 1.60966 -0.51927 -0.93594
C 0.95512 -1.14116 0.11408
C -0.28325 0.10473 0.16312
C -0.81990 2.06478 -0.54669
C -1.80647 1.62521 0.29088
C 0.99673 -2.43567 0.68311
N 1.32815 0.68689 -1.27559
N 0.17828 1.06736 -0.60395
N -1.45822 0.37519 0.80428
O 1.95010 -3.18190 0.59392
H 2.44517 -0.85242 -1.51784
H -0.66946 2.89896 -1.20602
H -2.69424 2.07292 0.50484
H 0.12596 -2.80028 1.29984
H -1.85764 0.03465 1.63197
```

Results of the Löwdin charge analysis, in e, for atoms 1 through 6:
1. C -0.188
2. C -0.028
3. C -0.114
4. C 0.006
5. C -0.065
6. C -0.335



ORCA calculation (ωB97M-V/def2-TZVPD) on the molecule C3H6FNO.

Calculated values
structure (SMILES)	C[C@H](F)/C=N/O
Kohn-Sham gap	0.406	Ha
energy relative to the best compared isomer or geometry (same formula, charge and spin)	84.8	kcal/mol
net charge	0

XYZ file:
```
12
C3H6FNO (ωB97M-V/def2-TZVPD)
C -1.32852 0.92220 0.15552
C -0.78313 -0.51547 -0.19566
C 0.47641 -0.77626 0.33923
H -2.20264 0.97826 -0.37948
H -0.86185 1.74511 -0.48623
H -1.40762 1.43554 1.12159
H -0.56524 -0.42941 -1.32517
H 0.63704 -0.89404 1.41696
H 3.30730 0.12825 -0.50283
N 1.52344 -0.51885 -0.40537
O 2.80755 -0.40961 0.21507
F -1.60274 -1.66573 0.04639
```

Results of the Löwdin charge analysis, in e, for atoms 1 through 6:
1. C -0.025
2. C -0.359
3. C -0.149
4. H 0.031
5. H 0.108
6. H 0.082



What max |F| values result from the calculations? In sequence: 3.59 1.50 2.24 7.52 6.84 eV/Å.